The following is a DFT calculation (wB97M-V/def2-TZVPD) of a structure of composition C31H24N4NdO6PS2 at a distorted geometry.

Element x y z (Å)
Nd 1.88024 -0.60748 0.05647
O -0.41464 -0.89953 -4.96832
C -1.23763 -0.00281 -4.40430
C -2.45777 0.24741 -5.03456
C -3.32052 1.20355 -4.53734
C -2.99389 1.92924 -3.39534
C -1.81454 1.65047 -2.73851
C -0.92798 0.68354 -3.21466
C 0.30334 0.41286 -2.44257
O 0.39748 0.75783 -1.21974
N 1.30213 -0.13992 -3.13030
N 2.37504 -0.45165 -2.35973
C 3.53803 -0.44789 -2.88259
C 4.68533 -0.68016 -2.00988
C 5.98840 -0.48487 -2.45655
C 7.03438 -0.61302 -1.56059
C 6.75383 -0.95791 -0.24742
C 5.42893 -1.15176 0.11094
N 4.41782 -1.00607 -0.73545
H 0.43347 -0.87473 -4.45972
H -2.69388 -0.31496 -5.92867
H -4.25546 1.39255 -5.05073
H -3.66670 2.68663 -3.01624
H -1.54604 2.18231 -1.83516
H 3.69688 -0.17734 -3.92366
H 6.17030 -0.21750 -3.48915
H 8.05309 -0.43898 -1.88024
H 7.54263 -1.06917 0.48274
H 5.16359 -1.43702 1.12354
O 0.91532 -2.26866 2.21681
S 1.19941 -3.16953 0.77427
O 2.61397 -2.75137 0.62874
O 0.42741 -2.38667 -0.23876
C -0.33624 -2.32756 2.78278
C -0.66030 -3.35328 3.66153
C -1.88552 -3.33290 4.30406
C -2.78364 -2.30117 4.06463
C -2.46754 -1.29926 3.16131
C -1.24098 -1.30522 2.50618
P -0.70385 -0.05303 1.26358
C -0.60424 1.45762 2.28961
C -0.69993 2.70592 1.67443
C -0.43622 3.86214 2.39425
C -0.06043 3.78046 3.72655
C 0.05459 2.54047 4.33955
C -0.21232 1.38362 3.62487
C -2.30991 0.07098 0.39937
C -3.31654 0.97952 0.71083
C -4.55631 0.88242 0.09293
C -4.80227 -0.12190 -0.83084
C -3.79655 -1.01957 -1.15847
C -2.55587 -0.91908 -0.55319
H 0.06243 -4.13932 3.84279
H -2.13921 -4.12273 4.99897
H -3.73299 -2.27680 4.58390
H -3.17586 -0.50851 2.95169
H -0.96568 2.76037 0.62457
H -0.51999 4.82757 1.91093
H 0.15377 4.68248 4.28572
H 0.36512 2.47074 5.37427
H -0.10748 0.41703 4.10067
H -3.13621 1.76003 1.43960
H -5.33557 1.59258 0.34124
H -5.77404 -0.20426 -1.30083
H -3.97261 -1.78652 -1.90220
H -1.76695 -1.62108 -0.79603
O 2.32228 0.61454 1.91345
S 2.91934 1.81275 1.17453
N 3.18572 1.49360 -0.23059

* energy: -97020.994 eV
* frontier orbital gap (spin up / spin down): 7.5 / 7.5 eV
* ⟨S²⟩: 3.753
* 2S+1: 4

natural (NBO) population analysis, charges in e, atoms 1 to 2:
1 Nd 1.47
2 O -0.68

=====

The following is a DFT calculation (wB97M-V/def2-TZVPD) of a structure of composition C31H25AsF12GeN6O6Tb at a distorted geometry.

Element x y z (Å)
Tb -1.41657 0.03510 -0.25726
C -0.65745 -2.76604 -4.32153
C -0.56708 -1.93025 -3.05632
N -1.41304 -0.97804 -2.68692
O -2.22029 -0.77504 -3.73835
C 0.47235 -2.15427 -2.08259
C 1.60696 -3.17059 -2.33190
N 0.53869 -1.36325 -1.04740
O 1.43144 -1.47628 -0.18506
H 0.00762 -2.36675 -5.10301
H -1.62621 -2.73241 -4.78955
H -0.40603 -3.80539 -4.05740
H -2.64148 0.09161 -3.66434
H 2.43356 -2.78994 -1.76368
H 1.88619 -3.34086 -3.39222
H 1.31870 -4.16253 -1.79663
O 0.50896 1.58186 -0.01532
N 0.80270 2.70285 0.53211
C -0.13356 3.33227 1.27734
C -1.25320 2.54638 1.63284
N -1.99071 1.68421 1.88565
C 0.03989 4.74917 1.49092
N 0.23963 5.90238 1.52544
C -5.20833 -1.97123 -1.02773
C -4.89133 -0.58877 -0.34441
O -3.55299 -0.30378 -0.48171
C -5.76843 0.47686 -1.09117
F -5.57643 1.75909 -0.53740
F -5.40285 0.59095 -2.35728
F -7.11231 0.31464 -1.00888
C -5.12503 -0.48937 1.23832
F -4.81325 0.70063 1.72446
F -4.47355 -1.44214 1.88298
F -6.44956 -0.75868 1.45072
H -5.10225 -1.82109 -2.06899
H -6.19157 -2.44399 -0.79715
H -4.45666 -2.67206 -0.59403
F -1.73450 1.98887 -1.37447
As -1.78939 3.01575 -3.02227
F -0.68212 4.07475 -2.28520
F -3.18879 3.91579 -2.50569
F -1.72377 3.65900 -4.62894
F -2.90747 1.72229 -3.52472
F -0.45806 1.87652 -3.42378
O -1.59540 -2.55787 0.29346
C -1.22206 -2.25867 1.43130
N -0.91806 -0.98190 1.77118
C -0.62980 -0.87798 3.08408
O -0.53304 0.16496 3.70373
C -0.63352 -2.32230 3.63689
C -0.25180 -2.86861 4.82164
C -0.45002 -4.21847 4.96764
C -0.87994 -5.03223 3.94511
C -1.32502 -4.48760 2.72993
C -1.11439 -3.11761 2.58132
H 0.18576 -2.26925 5.57075
H -0.23291 -4.67709 5.88464
H -1.01469 -6.09515 4.02602
H -1.73743 -5.06740 1.91544
Ge 2.77460 3.23624 0.56224
C 3.55944 2.31521 2.10686
C 3.00356 1.27631 2.96164
C 3.89743 0.55951 3.76134
C 5.20749 0.94377 3.96732
C 5.73747 1.92288 3.10331
C 4.85957 2.66713 2.32121
C 3.58642 2.62721 -1.03693
C 4.93023 2.30556 -1.04452
C 5.53033 1.80064 -2.15890
C 4.81991 1.56446 -3.32020
C 3.38829 1.76111 -3.29526
C 2.78608 2.30060 -2.18817
H 2.76839 4.81493 0.39284
H 1.89522 1.23466 3.13173
H 3.52010 -0.38138 4.13915
H 5.84720 0.43585 4.71740
H 6.79182 2.20651 3.06674
H 5.20546 3.60422 1.96035
H 5.52905 2.40566 -0.13600
H 6.58068 1.54987 -2.09563
H 5.32540 1.14888 -4.20050
H 2.77036 1.58807 -4.16906
H 1.68538 2.36106 -2.18757

* energy: -226177.259 eV
* energy above the lowest of the compared OMol25 structures with the same formula, charge and spin: 0.0 kJ/mol
* frontier orbital gap (spin up / spin down): 7.5 / 6.7 eV
* ⟨S²⟩: 16.497
* 2S+1: 8

Mulliken population analysis, charges in e, atoms 1 to 2:
1 Tb -0.11
2 C -1.60

=====

The following is a DFT calculation (wB97M-V/def2-TZVPD) of a structure of composition C31H25ClN4O5PRuS.

Element x y z (Å)
Ru -0.13491 0.04998 -0.10667
O -2.37713 -0.72228 0.24835
C -1.47381 -1.43362 0.66686
C -1.14672 -2.49757 1.50615
C -2.11155 -3.43454 1.97104
C -1.68480 -4.56897 2.61281
C -0.32024 -4.82847 2.82247
C 0.62774 -3.90992 2.39611
C 0.22984 -2.74141 1.76664
P 1.30692 -1.43329 1.18734
C 1.93933 -0.53318 2.62371
C 2.79479 0.54671 2.40349
C 3.22139 1.31010 3.47805
C 2.79844 1.00444 4.76561
C 1.94921 -0.07083 4.98157
C 1.51505 -0.84017 3.91165
C 2.72089 -2.21001 0.38322
C 2.56152 -2.66069 -0.92435
C 3.61976 -3.26011 -1.58482
C 4.83940 -3.41349 -0.94023
C 5.00021 -2.96629 0.36296
C 3.94446 -2.35972 1.02656
H -3.16310 -3.25018 1.79821
H -2.41885 -5.28437 2.96197
H -0.01209 -5.73713 3.32063
H 1.68308 -4.09673 2.55969
H 3.12229 0.78445 1.39770
H 3.87755 2.15313 3.30605
H 3.13051 1.60779 5.60086
H 1.61656 -0.30910 5.98354
H 0.83284 -1.66365 4.07773
H 1.61884 -2.51332 -1.43941
H 3.49910 -3.58425 -2.60958
H 5.67118 -3.86989 -1.46073
H 5.95464 -3.07549 0.86117
H 4.08084 -1.98735 2.03400
N 2.86055 6.58173 -3.24344
C 2.83374 5.22011 -2.98142
C 3.25083 4.30197 -3.94850
C 3.26559 2.94785 -3.66834
C 2.87735 2.50136 -2.41657
C 2.45673 3.40134 -1.44396
C 2.43315 4.75105 -1.72447
S 2.88337 0.78370 -2.03922
O 3.49281 0.60354 -0.74498
O 3.42216 0.06303 -3.15722
N 1.31008 0.42642 -1.79790
C 0.37020 0.58320 -2.74979
N -0.85372 0.31067 -2.22449
C -1.92512 0.39069 -2.99928
C -1.80347 0.75906 -4.32464
C -0.51499 1.04356 -4.77006
N 0.56914 0.96099 -4.01433
H 2.83494 6.84458 -4.21439
H 2.26874 7.15213 -2.66288
H 3.56359 4.65752 -4.92311
H 3.56983 2.22501 -4.41303
H 2.13181 3.04594 -0.47384
H 2.10341 5.45236 -0.96691
H -2.87603 0.16086 -2.53390
H -2.66092 0.83202 -4.97511
H -0.34975 1.35531 -5.79639
Cl 1.24076 4.23686 2.17322
C -0.20726 3.27297 2.56000
C -0.29934 2.02972 1.70028
O -0.58224 0.94352 2.22476
O -0.09722 2.13867 0.44503
H -1.07690 3.90128 2.37849
H -0.15812 2.99005 3.60568

* energy: -83977.740 eV
* energy above the lowest of the compared OMol25 structures with the same formula, charge and spin: 0.0 kJ/mol
* frontier orbital gap (spin up / spin down): 6.2 / 6.7 eV
* ⟨S²⟩: 8.797
* 2S+1: 6

natural (NBO) population analysis, charges in e, atoms 1 to 2:
1 Ru 1.22
2 O -0.49

=====

The following is a DFT calculation (wB97M-V/def2-TZVPD) of a structure of composition C31H25Co2O6Sn at a distorted geometry.

Element x y z (Å)
C -1.24907 -1.37146 -1.26096
C -0.46494 -2.25608 -0.33545
C 0.63076 -2.89724 -0.81512
C -0.88656 -2.36778 1.10442
Sn 0.33599 -1.01625 2.31315
C -0.46123 -0.79223 4.32895
C 0.40919 -0.57276 5.39650
C -0.11550 -0.42002 6.69103
C -1.49871 -0.49351 6.90603
C -2.35864 -0.71484 5.82212
C -1.84036 -0.86113 4.52382
C 2.37238 -1.74336 2.50883
C 3.43276 -0.84202 2.58493
C 4.74656 -1.32896 2.68804
C 4.98730 -2.70959 2.71381
C 3.90895 -3.60264 2.65004
C 2.59231 -3.11982 2.55816
C 0.34143 0.88224 1.25467
C -0.60277 1.85080 1.58882
C -0.64949 3.04468 0.85417
C 0.24414 3.26158 -0.20000
C 1.21189 2.29521 -0.49975
C 1.26149 1.09577 0.23062
H -2.02670 -0.79623 -0.75021
H -0.55443 -0.67060 -1.74265
H -1.70197 -1.94477 -2.08137
H 1.25610 -3.51904 -0.16826
H 0.89683 -2.81414 -1.86632
H -1.91717 -2.02097 1.28970
H -0.71582 -3.35870 1.56306
H 1.49072 -0.51881 5.24281
H 0.55805 -0.24476 7.53209
H -1.90494 -0.38212 7.91516
H -3.43685 -0.77421 5.98356
H -2.52292 -1.02514 3.68524
H 3.25967 0.23693 2.56508
H 5.58188 -0.62730 2.74021
H 6.01184 -3.08898 2.78151
H 4.08830 -4.68023 2.67225
H 1.75997 -3.82848 2.53044
H -1.30756 1.68767 2.40765
H -1.39094 3.80562 1.10377
H 0.18219 4.17336 -0.80018
H 1.93541 2.47099 -1.30039
H 2.02561 0.35130 -0.01644
O 1.24952 4.14288 -6.03850
C 0.27513 3.55379 -5.86889
Co -1.32560 2.85498 -5.61891
C -1.67255 3.67485 -4.08205
O -1.83833 4.30722 -3.12888
C -2.02049 3.74850 -6.99201
O -2.44041 4.44075 -7.81266
C -0.62764 0.98069 -5.52463
C -0.29668 0.45348 -4.29743
C 0.62565 0.08544 -3.39117
Co -2.10967 0.67831 -4.52810
C -2.59912 1.15838 -2.85567
O -3.05930 1.48620 -1.84437
C -2.78064 -0.94381 -4.44343
O -3.12082 -2.05210 -4.42603
C -3.45947 1.54165 -5.44675
O -4.44652 1.61880 -6.04732
H -0.28057 0.61090 -6.49835
H 0.90193 0.80277 -2.60691
H 1.11043 -0.89562 -3.44145

* energy: -125908.827 eV
* energy above the lowest of the compared OMol25 structures with the same formula, charge and spin: 0.9 kJ/mol
* frontier orbital gap: 4.6 eV
* total charge: +1
* 2S+1: 1

natural (NBO) population analysis, charges in e, atoms 1 to 2:
1 C -0.63
2 C 0.01